[1]
C40H47N7O3RuS2SbSe | the ωB97M-V functional and the def2-TZVPD basis

The expectation value of S² is 0.975. The energy above the lowest of the compared OMol25 structures with the same formula, charge and spin comes out at 1.034 eV. The spin multiplicity is 2. For the HOMO energy (spin up / spin down), the calculation gives -0.2434 / -0.2537 Eh. The gap between HOMO and LUMO (spin up / spin down) comes out at 6.29 / 6.96 eV.

Geometry as XYZ:
```
102
Properties=species:S:1:pos:R:3:forces:R:3
Ru 0.24914 0.15556 -0.04228 -0.5 -0.7 0.1
N -0.66797 -3.07822 3.20127 0.1 0.0 -0.1
C -0.36713 -2.27227 2.14364 -0.2 0.0 0.0
O -1.04752 -1.28096 1.89766 0.1 -0.2 0.1
C 0.80445 -2.70631 1.30225 -0.1 0.4 0.0
C 1.07985 -1.85569 0.05927 -0.4 0.7 -0.3
H -1.38131 -2.77300 3.84082 0.0 0.0 0.0
H -0.03380 -3.80064 3.49819 0.0 0.0 0.0
H 0.61078 -3.74739 1.02395 0.1 -0.1 0.0
H 1.66675 -2.70962 1.96954 0.1 -0.1 0.0
H 0.68936 -2.34245 -0.82964 0.1 -0.1 -0.1
H 2.14852 -1.72861 -0.08980 0.1 -0.1 0.0
C 4.73093 0.05521 -5.82431 0.0 0.0 0.1
C 3.89144 -0.80660 -4.92380 -0.2 0.1 0.0
C 4.04356 -2.18834 -4.88368 0.1 0.0 0.0
C 3.19699 -2.87664 -4.03889 -0.2 0.1 0.2
N 2.25619 -2.28334 -3.30616 0.1 0.2 -0.1
C 2.17232 -0.93457 -3.40202 0.5 -0.4 0.4
S 0.88664 -0.09455 -2.56686 -0.4 0.3 0.2
N 2.98106 -0.18468 -4.17641 -0.1 -0.2 0.1
H 5.33950 -0.55256 -6.49466 0.0 0.1 0.0
H 5.38838 0.69096 -5.22675 0.0 0.0 0.0
H 4.08460 0.70958 -6.40902 0.0 0.0 0.0
H 4.78301 -2.69804 -5.48748 0.0 0.0 0.0
H 3.26012 -3.95757 -3.94259 0.0 0.0 0.0
C 4.50812 1.76281 4.12338 0.1 0.0 -0.1
C 4.56135 1.77513 2.61122 -0.1 0.0 0.0
C 5.74411 2.21141 2.01194 0.0 0.0 0.1
C 5.89963 2.23456 0.63409 0.0 0.0 0.0
C 4.86733 1.79629 -0.18137 0.0 -0.1 0.0
C 3.68705 1.34870 0.39554 0.2 0.1 0.3
C 3.50603 1.35235 1.78362 0.0 0.1 0.0
Sb 1.60482 0.59607 2.48123 1.1 0.3 -0.5
C 1.00205 2.28453 3.66289 -0.2 -0.1 -0.1
C 1.71132 3.47756 3.53126 -0.1 0.0 0.1
C 1.24178 4.64983 4.11314 -0.1 -0.1 0.0
C 0.05333 4.62829 4.83062 0.1 0.0 -0.1
C -0.66155 3.44353 4.94963 0.0 0.0 0.0
C -0.21812 2.26423 4.35383 0.0 0.0 0.0
C -1.08897 1.03086 4.41060 0.1 0.1 0.0
C 2.66408 -0.79983 3.78252 -0.3 -0.2 0.0
C 3.57144 -1.56801 3.04028 0.0 0.0 0.1
C 4.32441 -2.57236 3.62563 0.0 0.0 0.0
C 4.15511 -2.84746 4.97759 0.0 0.0 0.0
C 3.27647 -2.08135 5.72509 0.0 0.0 -0.1
C 2.53252 -1.04179 5.15461 0.0 0.0 0.0
C 1.67287 -0.20921 6.07766 0.1 -0.1 -0.1
H 4.88902 2.70427 4.52763 0.0 0.0 0.0
H 5.13497 0.95453 4.51410 -0.1 0.0 0.0
H 3.50201 1.60962 4.50545 0.0 0.1 0.0
H 6.56089 2.53524 2.65235 -0.1 0.0 -0.1
H 6.82375 2.60031 0.20102 0.0 0.0 0.0
H 4.97389 1.79808 -1.26051 0.0 0.0 0.1
H 2.89707 1.00097 -0.24742 -0.2 0.0 -0.2
H 2.62760 3.50030 2.95310 0.0 0.0 0.0
H 1.79786 5.57202 3.99364 0.0 0.0 0.0
H -0.32388 5.53617 5.28798 0.0 -0.1 0.0
H -1.59560 3.43293 5.50382 0.0 0.0 0.0
H -1.72309 1.03894 5.29966 0.1 0.0 0.0
H -0.49472 0.11296 4.41250 -0.1 0.0 0.1
H -1.72252 0.98915 3.52256 0.0 0.0 0.0
H 3.70270 -1.36422 1.98020 0.0 0.0 0.1
H 5.04145 -3.13223 3.03610 -0.1 0.0 0.0
H 4.71166 -3.64926 5.45082 0.0 0.1 0.0
H 3.16858 -2.27600 6.78748 0.0 0.0 0.0
H 2.25316 0.08947 6.95441 0.0 0.0 0.0
H 0.80912 -0.77624 6.43764 0.0 0.0 0.0
H 1.31844 0.69517 5.59158 0.0 0.0 0.1
C -3.22468 3.27984 0.14805 0.1 0.0 0.1
N -2.07055 3.73239 0.90840 -0.1 0.0 -0.1
C -1.85869 5.16886 1.00266 0.1 -0.1 0.0
C -1.15650 2.87842 1.35755 -0.2 -0.4 0.2
O -1.28242 1.64019 1.35973 0.1 0.3 -0.3
H -4.14928 3.60076 0.63117 0.0 0.0 0.0
H -3.20761 2.19548 0.09491 0.0 0.0 0.0
H -3.18034 3.69350 -0.86209 0.0 0.0 0.0
H -2.79690 5.65143 1.27704 0.0 0.0 0.0
H -1.50790 5.56564 0.05065 0.0 0.0 -0.1
H -1.11537 5.38041 1.77066 0.0 0.0 0.0
H -0.28593 3.37482 1.78697 0.1 0.0 0.0
C -1.27640 -2.64983 -3.30336 -0.1 -0.1 0.0
N -1.78188 -2.97376 -1.97141 0.3 0.0 -0.2
C -2.21191 -2.09091 -1.04857 -0.2 -0.1 -0.1
Se -2.24145 -0.24048 -1.07555 0.1 -0.3 -0.2
N -2.64026 -2.80891 0.01187 0.1 -0.2 0.1
C -2.37852 -4.16007 -0.17007 -0.1 0.2 0.1
C -2.53541 -5.26869 0.64644 0.0 0.0 0.1
C -2.12659 -6.49060 0.13541 0.0 0.0 0.0
C -1.59536 -6.59690 -1.15450 0.0 0.0 0.0
C -1.44871 -5.48452 -1.96975 0.1 -0.1 -0.1
C -1.83985 -4.26281 -1.44595 0.1 0.1 -0.2
H -1.56912 -1.63309 -3.54311 0.0 0.0 0.0
H -1.71152 -3.34561 -4.02455 0.0 0.0 0.1
H -0.19173 -2.70703 -3.33545 0.1 0.0 0.1
H -2.91840 -2.33775 0.85585 0.1 0.0 0.1
H -2.94219 -5.17538 1.64622 0.0 0.0 -0.1
H -2.21417 -7.37955 0.74820 0.0 0.0 0.0
H -1.28622 -7.56600 -1.52545 0.0 0.0 0.0
H -1.02732 -5.56625 -2.96493 0.0 0.0 0.1
O 0.16944 4.26505 -1.47379 0.0 0.3 -0.1
S 0.40060 2.84131 -1.70554 0.0 -0.3 0.3
N 0.74869 2.08038 -0.46381 0.3 0.2 0.0
```
Forces are in eV/Å.

Results of the Mulliken charge analysis, in e, for atoms 1 through 99: atom 1 (Ru): 1.663, atom 2 (N): -0.333, atom 3 (C): 0.646, atom 4 (O): -0.615, atom 5 (C): -0.641, atom 6 (C): -1.466, atom 7 (H): 0.297, atom 8 (H): 0.198, atom 9 (H): 0.609, atom 10 (H): 0.138, atom 11 (H): 0.368, atom 12 (H): 0.936, atom 13 (C): -1.147, atom 14 (C): 0.876, atom 15 (C): -0.676, atom 16 (C): -0.340, atom 17 (N): -0.411, atom 18 (C): 0.210, atom 19 (S): -0.081, atom 20 (N): -0.535, atom 21 (H): 0.342, atom 22 (H): 0.248, atom 23 (H): 0.302, atom 24 (H): 0.342, atom 25 (H): 0.418, atom 26 (C): -1.346, atom 27 (C): 1.318, atom 28 (C): -0.827, atom 29 (C): -0.787, atom 30 (C): -1.056, atom 31 (C): -1.426, atom 32 (C): 0.621, atom 33 (Sb): -0.173, atom 34 (C): 1.058, atom 35 (C): -0.634, atom 36 (C): -1.051, atom 37 (C): -0.813, atom 38 (C): -0.857, atom 39 (C): 1.228, atom 40 (C): -1.192, atom 41 (C): 1.521, atom 42 (C): -1.151, atom 43 (C): -0.692, atom 44 (C): -0.815, atom 45 (C): -0.634, atom 46 (C): 0.873, atom 47 (C): -1.536, atom 48 (H): 0.533, atom 49 (H): 0.409, atom 50 (H): -0.076, atom 51 (H): 0.444, atom 52 (H): 0.376, atom 53 (H): 0.582, atom 54 (H): 0.586, atom 55 (H): 0.442, atom 56 (H): 0.442, atom 57 (H): 0.382, atom 58 (H): 0.443, atom 59 (H): 0.531, atom 60 (H): -0.135, atom 61 (H): 0.278, atom 62 (H): 0.416, atom 63 (H): 0.478, atom 64 (H): 0.376, atom 65 (H): 0.430, atom 66 (H): 0.490, atom 67 (H): 0.405, atom 68 (H): 0.067, atom 69 (C): -0.815, atom 70 (N): 0.437, atom 71 (C): -0.878, atom 72 (C): -0.067, atom 73 (O): -0.705, atom 74 (H): 0.328, atom 75 (H): 0.082, atom 76 (H): 0.339, atom 77 (H): 0.330, atom 78 (H): 0.311, atom 79 (H): 0.247, atom 80 (H): 0.351, atom 81 (C): -1.266, atom 82 (N): 0.356, atom 83 (C): -0.651, atom 84 (Se): -0.242, atom 85 (N): 0.264, atom 86 (C): 0.226, atom 87 (C): -0.750, atom 88 (C): -0.620, atom 89 (C): -0.633, atom 90 (C): -0.748, atom 91 (C): 0.982, atom 92 (H): 0.354, atom 93 (H): 0.446, atom 94 (H): 0.305, atom 95 (H): 0.397, atom 96 (H): 0.444, atom 97 (H): 0.391, atom 98 (H): 0.400, atom 99 (H): 0.437


[2]
C40H48BF5N2O5P | the ωB97M-V functional and the def2-TZVPD basis

The total charge is -1. For the HOMO energy, the calculation gives -0.1561 Eh. The gap between HOMO and LUMO comes out at 6.24 eV.

Geometry as XYZ:
```
102
Properties=species:S:1:pos:R:3:forces:R:3
C -3.83551 -1.73432 4.67817 6.9 -2.1 -4.5
C -2.64516 -2.12116 4.02508 -10.3 3.0 5.0
P -1.32418 -2.82335 2.77243 2.2 1.2 0.4
C -0.54750 -1.06231 2.76882 0.7 1.9 -0.9
N -0.38170 -0.44760 4.13997 -0.3 0.4 -0.6
C 0.23278 -3.38088 1.73926 -0.3 -0.9 -2.7
O 1.46381 -3.44204 2.59655 -2.2 0.1 0.8
N 2.22989 -4.47011 2.16468 2.6 3.2 -3.7
O 2.93598 -3.97412 1.27141 -0.9 -3.0 2.2
O -2.21845 -2.38214 1.38354 -1.4 -0.8 -0.1
C -3.52963 -2.85286 1.17369 -2.3 0.3 -3.3
C -4.25107 -1.71740 0.16005 0.4 -0.7 1.6
C -5.51126 -2.39428 -0.64059 0.4 1.4 -0.7
C -6.57376 -1.16029 -0.96698 0.5 0.0 0.4
B -2.01334 -4.61581 2.89577 -1.8 -2.6 1.0
O -2.46940 -5.03956 4.26761 2.6 -0.7 -1.9
O -2.11543 -5.62625 1.84056 -1.4 0.6 2.0
C -3.10529 -6.67078 2.14136 -0.8 -1.6 0.4
C -3.59595 -7.54929 0.83343 -0.6 -0.2 0.5
H -4.87097 -1.35003 5.06963 2.7 -1.0 -0.8
H -0.54163 -3.12155 3.93735 0.1 -0.2 0.5
H 0.53323 -1.02902 2.26232 -2.2 -0.3 1.0
H -1.23532 -0.42028 2.03368 1.5 -0.9 2.0
H -1.15284 0.20685 4.39430 0.8 -1.4 -0.2
H -0.17656 -1.14817 4.88477 -0.7 0.7 -1.0
H 0.11345 -4.44833 1.28927 0.1 1.7 0.7
H 0.38418 -2.64769 0.81024 0.1 -1.6 2.0
H -3.62329 -3.84922 0.51912 0.7 1.7 1.5
H -4.30448 -2.95386 2.02905 1.9 0.2 -0.7
H -3.39651 -1.29445 -0.51788 -1.8 -0.8 1.1
H -4.59269 -0.85473 0.91085 0.6 -1.7 -1.9
H -6.01079 -3.28862 -0.05220 1.1 1.9 -1.1
H -5.10333 -2.75646 -1.70168 -1.0 0.4 2.4
H -6.46164 -0.32474 -0.13078 -0.4 -1.8 -1.7
H -6.22582 -0.65966 -1.97826 -1.0 -1.0 2.0
H -7.68914 -1.52238 -0.98509 2.1 0.8 -0.3
H -1.68935 -5.59443 4.59221 -1.6 0.9 -0.4
H -4.10673 -6.24789 2.63279 2.4 -0.7 -1.0
H -2.63202 -7.43510 2.91520 -1.0 1.6 -1.5
H -2.72936 -7.90479 0.13265 -1.6 1.0 1.3
H -4.10923 -8.54263 1.24923 1.1 2.1 -0.7
H -4.46678 -6.97691 0.26349 2.2 -1.1 0.9
F -7.34774 -3.32838 2.69443 0.0 0.0 -0.1
C -7.84839 -3.12094 3.91956 -0.3 0.1 0.9
C -7.38858 -3.88674 4.98528 0.0 -0.1 0.0
C -7.90587 -3.66759 6.26199 -0.2 0.3 -0.3
C -8.88616 -2.69145 6.45687 0.0 0.0 0.0
C -9.34484 -1.93142 5.37988 0.3 -0.3 0.0
C -8.81933 -2.14317 4.10551 0.0 0.0 -0.1
H -6.63277 -4.64611 4.81336 0.0 0.2 0.0
H -7.54741 -4.25566 7.10319 0.0 0.1 -0.2
H -9.29256 -2.52392 7.45202 0.1 0.0 -0.2
H -10.11083 -1.17508 5.53326 0.2 -0.1 -0.1
H -9.15798 -1.55535 3.25881 0.1 -0.1 0.0
F -0.21753 4.82777 0.35266 -0.2 0.3 -0.1
C 0.59331 3.77225 0.50443 0.8 -1.1 0.2
C 1.27653 3.27023 -0.59777 -0.1 0.1 0.0
C 2.12485 2.17443 -0.43920 -0.2 0.1 0.4
C 2.27216 1.58551 0.81907 -0.1 0.1 -0.1
C 1.57818 2.09357 1.91826 0.1 0.1 -0.3
C 0.73870 3.19618 1.76153 0.0 0.1 -0.1
H 1.14322 3.73546 -1.56898 0.0 0.0 0.1
H 2.66950 1.77925 -1.29311 -0.1 0.1 0.1
H 2.93048 0.72807 0.94141 -0.2 0.1 0.0
H 1.69125 1.63100 2.89578 -0.1 0.0 -0.2
H 0.19866 3.60949 2.60691 0.0 -0.1 -0.1
F 3.32123 4.71798 -2.64748 0.1 -0.2 0.1
C 3.02982 5.68521 -3.52735 -0.2 0.8 -0.8
C 2.62861 6.93343 -3.06405 0.0 0.0 0.1
C 2.33005 7.94237 -3.97974 0.1 -0.4 -0.3
C 2.42564 7.68814 -5.35014 0.0 0.0 0.1
C 2.82436 6.43046 -5.80534 -0.1 0.2 0.4
C 3.13358 5.42530 -4.88933 0.0 -0.1 0.1
H 2.55205 7.10996 -1.99615 0.0 -0.1 -0.1
H 2.02298 8.92403 -3.62760 0.0 -0.2 0.0
H 2.18837 8.47402 -6.06405 0.0 -0.2 0.1
H 2.89406 6.23370 -6.87245 0.0 0.0 0.2
H 3.45371 4.44472 -5.22563 0.0 0.1 0.1
F 9.10749 1.46537 -1.91378 0.4 -0.1 -0.2
C 7.96644 1.73364 -1.26519 -1.1 0.3 0.6
C 7.76334 1.21049 0.00710 0.1 0.0 0.0
C 6.57760 1.49378 0.68486 0.0 0.2 -0.4
C 5.60256 2.28895 0.07758 0.1 0.0 0.1
C 5.81364 2.80523 -1.20180 0.2 -0.2 0.2
C 7.00407 2.53097 -1.87464 0.1 -0.1 0.0
H 8.52840 0.58801 0.45948 0.0 0.1 -0.1
H 6.41248 1.09600 1.68308 0.0 0.0 -0.2
H 4.67599 2.50598 0.60478 0.2 0.0 -0.1
H 5.05158 3.42047 -1.67408 0.2 -0.1 0.1
H 7.18838 2.93146 -2.86598 0.0 -0.1 0.1
F 5.57989 5.46987 -7.06627 -0.1 0.2 -0.1
C 6.12436 4.24735 -7.00620 0.5 -1.0 0.1
C 6.87650 3.88724 -5.89343 0.0 0.0 0.0
C 7.43930 2.61265 -5.82815 -0.2 0.0 -0.4
C 7.25253 1.71530 -6.88250 0.0 0.0 0.0
C 6.50018 2.08792 -7.99742 0.1 0.2 0.4
C 5.92827 3.35850 -8.05731 0.0 0.1 0.0
H 7.01779 4.60041 -5.08790 -0.1 0.0 -0.1
H 8.02252 2.31868 -4.95902 -0.1 0.1 -0.2
H 7.69541 0.72283 -6.83316 -0.1 0.2 0.0
H 6.35962 1.38925 -8.81864 0.0 0.2 0.1
H 5.33311 3.66151 -8.91235 0.1 0.0 0.1
```
Forces are in eV/Å.

Results of the Mulliken charge analysis, in e, for atoms 1 through 99: atom 1 (C): -1.152, atom 2 (C): 0.112, atom 3 (P): 0.930, atom 4 (C): -0.344, atom 5 (N): -0.590, atom 6 (C): -0.801, atom 7 (O): -0.046, atom 8 (N): -0.061, atom 9 (O): -0.297, atom 10 (O): -0.421, atom 11 (C): -0.116, atom 12 (C): -0.665, atom 13 (C): -0.155, atom 14 (C): -0.924, atom 15 (B): 0.932, atom 16 (O): -0.502, atom 17 (O): -0.540, atom 18 (C): 0.043, atom 19 (C): -0.959, atom 20 (H): 0.283, atom 21 (H): -0.055, atom 22 (H): -0.059, atom 23 (H): 0.121, atom 24 (H): 0.271, atom 25 (H): 0.270, atom 26 (H): 0.429, atom 27 (H): 0.194, atom 28 (H): -0.024, atom 29 (H): 0.175, atom 30 (H): 0.200, atom 31 (H): 0.232, atom 32 (H): 0.225, atom 33 (H): 0.229, atom 34 (H): 0.245, atom 35 (H): 0.271, atom 36 (H): 0.272, atom 37 (H): 0.260, atom 38 (H): 0.011, atom 39 (H): 0.260, atom 40 (H): 0.246, atom 41 (H): 0.315, atom 42 (H): 0.214, atom 43 (F): -0.266, atom 44 (C): 0.376, atom 45 (C): -0.302, atom 46 (C): -0.410, atom 47 (C): -0.471, atom 48 (C): -0.367, atom 49 (C): -0.445, atom 50 (H): 0.380, atom 51 (H): 0.367, atom 52 (H): 0.353, atom 53 (H): 0.350, atom 54 (H): 0.420, atom 55 (F): -0.344, atom 56 (C): 0.431, atom 57 (C): -0.508, atom 58 (C): -0.286, atom 59 (C): -0.923, atom 60 (C): -0.289, atom 61 (C): -0.451, atom 62 (H): 0.456, atom 63 (H): 0.536, atom 64 (H): 0.638, atom 65 (H): 0.327, atom 66 (H): 0.419, atom 67 (F): -0.178, atom 68 (C): 0.191, atom 69 (C): -0.351, atom 70 (C): -0.363, atom 71 (C): -0.539, atom 72 (C): -0.399, atom 73 (C): -0.342, atom 74 (H): 0.428, atom 75 (H): 0.360, atom 76 (H): 0.354, atom 77 (H): 0.362, atom 78 (H): 0.452, atom 79 (F): -0.317, atom 80 (C): 0.354, atom 81 (C): -0.404, atom 82 (C): -0.593, atom 83 (C): -0.666, atom 84 (C): -0.497, atom 85 (C): -0.168, atom 86 (H): 0.408, atom 87 (H): 0.390, atom 88 (H): 0.696, atom 89 (H): 0.591, atom 90 (H): 0.177, atom 91 (F): -0.315, atom 92 (C): 0.314, atom 93 (C): -0.307, atom 94 (C): -0.264, atom 95 (C): -0.595, atom 96 (C): -0.352, atom 97 (C): -0.452, atom 98 (H): 0.443, atom 99 (H): 0.433


Q: Which DFT total energy values were calculated for the entries above? A: -5694.3342; -2903.8804, in Ha.